Record 1
DFT (ωB97M-V/def2-TZVPD) results for a molecular structure, C33H28GeMnN5O4S at a distorted geometry.

The geometry in XYZ format:
```
73
Properties=species:S:1:pos:R:3:mulliken_spin:R:1
H -0.335 1.482 1.808 0.04
C 1.537 -0.013 4.049 0.30
C -4.644 0.072 -0.628 -0.01
C -0.266 2.495 1.307 -0.02
C 2.642 0.485 4.703 -0.02
C -2.933 0.839 -2.742 0.00
H 0.162 1.321 -6.035 0.00
C -2.423 0.529 -1.493 -0.01
C 1.849 3.110 -3.718 0.00
O 3.888 -1.589 0.425 0.01
H 0.574 5.748 1.797 0.00
H 1.748 3.195 -5.859 0.00
H -1.995 -3.883 -0.707 0.02
H -0.643 1.218 6.004 0.00
H -2.801 -3.868 4.599 0.00
H -0.336 5.734 -0.645 0.00
O 0.206 0.846 5.639 0.02
C 1.134 -3.762 -3.108 0.09
C 0.417 1.404 -2.642 0.01
H 2.623 -1.081 -1.596 0.01
N -2.270 -3.541 1.426 -0.03
C 0.048 1.043 -3.933 0.00
C 0.463 1.708 -5.085 0.00
C -0.225 -2.839 -1.412 0.23
N 0.678 -1.800 -1.139 0.25
C 0.363 -0.749 -0.140 -0.26
H -0.807 3.718 -1.751 0.00
C -0.578 2.456 -0.030 0.01
C 4.039 -0.901 3.421 0.15
H 2.449 3.991 -3.601 0.00
C -0.264 4.840 0.014 0.00
H 3.085 -2.953 -3.233 0.01
C 0.127 0.314 4.425 0.08
Ge -0.546 0.838 -1.009 -0.02
C -4.328 0.685 -2.954 0.00
C -3.244 0.110 -0.451 0.06
C -0.120 -3.554 -2.628 -0.08
H 4.272 -0.717 0.744 -0.01
C 2.113 -2.864 -2.742 0.11
H 1.713 2.861 -1.614 0.00
O -0.889 0.231 3.693 0.12
C -2.041 -3.525 2.747 0.07
C 2.922 -1.358 2.727 -0.06
C 1.369 2.480 -2.573 0.00
N -1.205 -2.767 0.833 0.32
H -0.612 0.166 -4.002 0.00
C -0.646 3.697 -0.672 0.00
C 3.048 -2.081 1.451 0.03
H 4.826 0.361 5.038 0.02
H 0.301 3.529 3.098 0.00
C 0.078 3.639 2.044 0.00
O 2.410 -3.133 1.257 0.01
C 1.896 -1.808 -1.826 0.00
C 1.367 2.734 -4.971 0.00
C -1.202 -3.138 -0.446 0.12
H -6.176 -0.036 -2.142 0.00
H -3.792 -4.588 3.366 0.00
C -5.152 0.214 -1.918 0.00
C 3.950 0.071 4.416 0.15
N 1.721 -0.860 2.948 0.25
H -2.286 1.099 -3.542 0.00
H 1.326 -4.620 -3.764 0.02
H -4.828 0.918 -3.877 0.00
Mn -0.079 -1.442 1.787 3.02
H -2.800 -0.154 0.475 0.02
H -5.212 -0.299 0.211 0.00
H 2.491 1.211 5.478 0.02
H -0.945 -4.219 -2.964 0.00
C 0.183 4.847 1.331 0.00
H 1.344 -0.302 0.099 -0.03
S -0.694 -2.666 3.476 -0.03
N -3.091 -3.876 3.608 0.02
H 5.049 -1.253 3.148 0.01
```

Output
**Multiplicity**: 6
**Max |F|**: 4.37 eV Å⁻¹
**Charge**: -1
**Kohn-Sham gap (alpha / beta)**: 4.99 / 6.06 eV
**<S²>**: 8.82

---

Record 2
DFT (ωB97M-V/def2-TZVPD) results for C22H26ClFN2O3 in the gas phase.

The geometry in XYZ format:
```
55
Properties=species:S:1:pos:R:3:nbo_charge:R:1
H 1.770 -5.650 -0.564 0.21
C -2.791 4.027 2.739 -0.21
C -2.653 2.798 0.557 -0.24
H 3.281 -5.121 -2.086 0.40
H 7.347 -4.082 -4.078 0.17
H 0.638 -4.760 1.425 0.21
O 1.054 -4.549 -4.231 -0.62
C 3.619 -5.629 -4.080 -0.25
C -2.059 -0.875 -0.004 0.10
H -0.094 -2.616 -2.935 0.24
C -3.929 0.719 0.473 -0.21
H -0.436 4.410 0.341 0.23
C -0.344 -3.182 0.383 -0.31
C 0.493 -4.284 0.466 -0.17
C -1.143 0.057 0.795 -0.45
H 6.375 -2.778 -3.348 0.17
N -3.068 1.589 1.248 -0.44
H 4.019 -6.628 -3.886 0.20
H -1.899 2.621 -0.226 0.17
N 2.800 -5.221 -2.966 -0.61
Cl -0.602 6.868 4.499 0.03
O -1.368 -1.501 -1.074 -0.49
H -3.886 -0.728 -1.140 0.22
H -4.730 1.318 0.035 0.21
C 1.584 -4.646 -3.141 0.64
C 6.699 -3.820 -3.232 -0.24
C -1.968 0.842 1.825 -0.22
C 0.937 -4.163 -1.884 -0.04
C -3.195 -0.061 -0.624 -0.43
C -2.126 3.811 1.537 -0.01
H -2.849 5.120 4.581 0.23
H -0.655 0.741 0.098 0.21
H -4.382 0.009 1.173 0.19
H -0.824 -2.826 1.280 0.22
H -0.362 -0.510 1.302 0.22
C 4.780 -4.659 -4.296 -0.07
C 1.140 -4.777 -0.649 -0.26
H -2.397 0.140 2.548 0.19
C 0.083 -3.077 -1.976 -0.24
H -3.672 3.444 2.955 0.23
F 0.581 6.184 1.878 -0.31
H 5.357 -4.956 -5.184 0.17
H 7.254 -3.928 -2.303 0.19
H 4.392 -3.642 -4.459 0.17
C -0.561 -2.568 -0.847 0.32
H -1.324 1.537 2.367 0.22
H -3.541 3.217 0.071 0.22
H 2.979 -5.647 -4.964 0.24
H -2.493 -1.635 0.662 0.17
O 5.599 -4.688 -3.146 -0.55
C -0.528 5.483 2.171 0.38
C -1.190 5.699 3.373 -0.12
C -2.330 4.957 3.650 -0.20
C -0.984 4.548 1.260 -0.27
H -2.774 0.622 -1.363 0.21
```

Output
**Max |F|**: 0.46 eV Å⁻¹
**Kohn-Sham gap**: 9.35 eV

---

The evaluated molecular weight for the records listed, in turn: 718.2 420.9 g/mol.
The evaluated relative energy (zero: lowest compared OMol25 entry of this formula, charge and spin) for the records listed, in turn: 26.9 1.4 kcal per mole.